P) The following is a quantum chemistry calculation of 2 unconnected molecules or ions with the total composition C8H14N2O2S, from the OMol25 dataset.

The HOMO energy is -8.061 eV. The frontier orbital gap is 8.391 eV.

```
! RIJCOSX wB97M-V def2-TZVPD def2/J DEFGRID3
* xyz 0 1
C -1.828 0.041 2.403
N -2.126 0.868 1.528
S -2.870 0.284 0.119
C -4.595 0.827 0.394
O -2.351 0.937 -1.034
O -2.643 -1.108 0.146
H -1.379 0.452 3.380
H -1.853 -1.061 2.054
H -4.467 1.911 0.238
H -4.959 0.242 -0.360
H -4.807 0.445 1.344
N 0.038 2.693 -1.295
C 0.553 1.617 -1.070
C 1.290 0.607 -0.721
C 2.863 0.441 -1.051
C 2.980 -1.155 -1.156
C 2.138 -1.601 -0.056
C 0.886 -0.722 -0.103
H -0.265 2.616 -2.259
H 3.429 0.576 -0.184
H 3.345 0.899 -1.892
H 4.130 -1.332 -1.088
H 2.527 -1.480 -2.073
H 1.814 -2.752 -0.008
H 2.579 -1.440 0.978
H 0.145 -1.280 -0.827
H 0.367 -0.630 0.848
*
```

Q) The following is a quantum chemistry calculation of C8H14N2O2S in the gas phase, from the OMol25 dataset.

The HOMO energy is -9.643 eV. The frontier orbital gap is 10.247 eV.

```
! RIJCOSX wB97M-V def2-TZVPD def2/J DEFGRID3
* xyz 0 1
C 0.823 1.760 -0.438
C 0.195 0.326 -0.852
C 1.357 -0.762 -0.845
C -0.279 0.332 -2.328
N -0.966 0.066 0.021
C -2.141 0.666 -0.156
O -2.429 1.630 -0.866
N -3.060 0.067 0.631
C -2.556 -0.908 1.485
O -3.184 -1.612 2.220
C -1.078 -0.954 1.137
C -0.193 -0.582 2.288
S -0.848 -2.709 0.666
H 1.220 2.170 -1.448
H -0.062 2.286 -0.068
H 1.589 1.619 0.292
H 1.225 -1.374 -1.761
H 1.255 -1.425 -0.107
H 2.311 -0.309 -0.787
H -0.390 -0.618 -2.874
H -1.315 0.830 -2.422
H 0.398 0.847 -2.940
H -4.063 0.129 0.449
H -0.511 0.450 2.525
H 0.902 -0.610 2.107
H -0.508 -1.192 3.226
H -1.557 -3.190 1.579
*
```

R) The following is a quantum chemistry calculation of C8H14N2O2S in the gas phase, from the OMol25 dataset.

The HOMO energy is -10.192 eV. The frontier orbital gap is 10.803 eV.

```
! RIJCOSX wB97M-V def2-TZVPD def2/J DEFGRID3
* xyz 0 1
C 2.020 -0.606 -0.571
N 1.013 0.420 -0.475
C -0.480 -0.052 -0.015
C -1.338 1.155 -0.161
N -1.966 2.104 -0.271
C -0.764 -0.595 1.465
C -1.623 -1.823 1.250
C -1.025 -2.411 -0.043
C -0.964 -1.188 -0.946
S 1.457 1.832 0.247
C 0.829 3.069 -0.872
O 0.803 2.069 1.510
O 2.864 1.906 0.279
H 1.426 -1.643 -0.714
H 2.532 -0.379 -1.500
H 2.534 -0.760 0.446
H -1.263 0.179 2.030
H 0.262 -0.948 1.956
H -2.729 -1.544 0.897
H -1.655 -2.591 1.957
H 0.010 -2.707 0.144
H -1.729 -3.068 -0.522
H -0.259 -1.311 -1.765
H -2.024 -0.929 -1.202
H 0.429 2.512 -1.841
H 0.016 3.555 -0.413
H 1.624 3.755 -0.869
*
```

Stability verdict: Q), ahead by 64.0 kcal/mol